{
  "formula": "C30H29CoFN9O4",
  "method": "ωB97M-V with the def2-TZVPD basis set",
  "elements": ["Co", "N", "C", "C", "C", "C", "C", "N", "C", "C", "C", "C", "C", "N", "H", "H", "H", "H", "H", "H", "H", "H", "H", "C", "C", "N", "C", "C", "C", "O", "O", "C", "O", "C", "C", "C", "F", "C", "C", "C", "N", "C", "C", "N", "C", "C", "H", "H", "H", "H", "H", "H", "H", "H", "H", "H", "H", "H", "H", "H", "H", "H", "H", "H", "N", "C", "O", "C", "C", "N", "C", "N", "H", "H"],
  "coordinates": [[-0.518661, 2.030318, 2.289896], [-1.762766, 4.759778, 3.281067], [-2.589286, 3.700948, 3.632193], [-3.818889, 3.996594, 4.232679], [-4.618834, 2.949159, 4.623333], [-4.185598, 1.638331, 4.431599], [-2.969978, 1.447050, 3.820358], [-2.190133, 2.458086, 3.406015], [-0.397555, 4.793596, 3.094317], [0.236568, 6.045963, 3.119551], [1.601013, 6.091984, 3.018123], [2.332295, 4.910285, 2.905972], [1.638196, 3.729343, 2.854177], [0.292334, 3.667549, 2.930720], [-2.182618, 5.665598, 3.399806], [-4.115327, 5.022613, 4.400645], [-5.573470, 3.147717, 5.092731], [-4.779708, 0.793748, 4.745134], [-2.572960, 0.461152, 3.621066], [-0.351978, 6.945821, 3.232011], [2.108575, 7.047721, 3.042354], [3.409386, 4.907961, 2.845341], [2.116670, 2.767821, 2.742108], [3.558141, -3.135907, -0.180306], [2.360977, -3.682699, 0.573079], [1.339025, -2.658376, 0.820265], [1.394311, -1.947116, 1.965029], [0.608295, -0.871625, 2.277506], [0.965032, -0.093136, 3.542770], [1.704554, -0.650593, 4.341327], [0.449027, 1.072219, 3.682362], [-0.433232, -0.550383, 1.381019], [-1.216003, 0.430818, 1.466384], [-0.553097, -1.361128, 0.175025], [-1.556622, -1.027841, -0.739836], [-1.559981, -1.598693, -1.971204], [-2.551188, -1.315047, -2.831977], [-0.532177, -2.467251, -2.373349], [0.406701, -2.870004, -1.442808], [0.389321, -2.335739, -0.140854], [-0.395855, -2.869899, -3.730816], [-0.619210, -4.261976, -4.075680], [0.385454, -4.633572, -5.181673], [0.859671, -3.346095, -5.810580], [-0.304827, -2.444163, -6.112120], [-0.896632, -1.977340, -4.770936], [4.292274, -3.925529, -0.340317], [4.037090, -2.338216, 0.387026], [3.275726, -2.725760, -1.150603], [2.654730, -4.063930, 1.549922], [1.884928, -4.513506, 0.051283], [2.165827, -2.219196, 2.676196], [-2.305663, -0.301099, -0.462192], [1.206523, -3.524662, -1.758685], [-1.647571, -4.432264, -4.419375], [-0.451351, -4.895662, -3.208347], [-0.051859, -5.229431, -5.980450], [1.274211, -5.134486, -4.802213], [1.422739, -3.526306, -6.639668], [1.441317, -2.870203, -5.116521], [-0.995638, -3.047668, -6.699159], [0.055278, -1.622227, -6.726220], [-1.985205, -1.982972, -4.860911], [-0.587005, -0.955486, -4.542264], [2.379624, 0.513059, -0.960865], [1.408090, 1.247047, -0.337151], [1.480846, 1.453375, 0.881609], [0.283840, 1.679829, -1.120871], [0.014153, 1.101524, -2.372138], [-0.077523, 0.516267, -3.367783], [-0.596048, 2.494723, -0.385011], [-1.136081, 3.088268, 0.456418], [3.203231, 0.336770, -0.412455], [2.444561, 0.494149, -1.963082]],
  "forces_ev_per_angstrom": [[0.3, -0.2, 0.2], [-0.2, 0.0, -0.2], [0.1, 0.1, 0.1], [0.0, -0.2, 0.0], [-0.1, 0.0, 0.0], [0.0, 0.1, 0.0], [0.0, 0.0, -0.1], [-0.2, 0.0, 0.0], [0.2, 0.1, 0.2], [-0.1, -0.2, 0.0], [0.2, 0.1, 0.0], [-0.1, 0.0, 0.0], [-0.1, -0.1, 0.1], [0.1, 0.3, -0.4], [0.0, 0.0, 0.0], [0.0, 0.0, 0.0], [0.0, 0.0, 0.0], [0.0, 0.0, 0.0], [0.0, 0.0, 0.0], [0.0, 0.0, 0.0], [0.0, 0.0, 0.0], [0.0, 0.0, 0.0], [0.1, 0.0, 0.0], [0.1, 0.0, -0.1], [-0.2, 0.0, 0.1], [-0.1, 0.0, -0.1], [0.1, 0.3, 0.1], [0.1, -0.3, 0.0], [-0.3, 0.0, 0.2], [0.1, 0.0, -0.1], [0.1, -0.4, -0.2], [0.0, 0.0, -0.3], [-0.1, 0.1, 0.5], [-0.2, 0.1, 0.2], [-0.1, -0.1, 0.0], [0.1, -0.2, 0.2], [-0.1, 0.1, 0.0], [0.0, -0.1, -0.1], [-0.1, 0.1, 0.1], [0.2, -0.1, 0.1], [0.0, -0.1, 0.1], [0.0, -0.1, 0.1], [0.1, 0.2, -0.2], [0.0, 0.0, 0.1], [0.1, -0.2, 0.0], [-0.1, 0.1, -0.3], [0.0, 0.0, 0.0], [0.0, 0.0, 0.0], [0.0, 0.0, 0.0], [0.1, 0.0, 0.0], [0.0, 0.0, 0.0], [0.0, 0.0, 0.0], [0.0, 0.1, 0.0], [0.0, 0.0, 0.0], [0.0, 0.0, 0.0], [0.0, 0.0, 0.0], [0.0, 0.0, 0.1], [0.0, 0.0, 0.0], [0.0, 0.0, 0.0], [0.0, 0.0, 0.0], [0.0, 0.0, 0.0], [0.0, 0.0, 0.0], [0.0, -0.1, 0.0], [0.0, -0.3, 0.0], [-0.1, -0.1, 0.1], [0.2, -0.2, 0.2], [0.2, 0.3, -0.1], [-0.5, 0.3, -0.3], [0.3, 0.1, 0.2], [0.1, 0.6, 0.1], [0.0, -0.1, 0.3], [0.0, 0.0, -0.5], [0.1, 0.0, 0.0], [0.0, 0.1, 0.0]],
  "e_homo_ev": [-9.92, -9.99],
  "orbital_gap_ev": [7.03, 7.10],
  "spin_multiplicity": 2,
  "total_charge": 1,
  "lumo_energy_ev": [-2.88, -2.88]
}

=====

{
  "formula": "C30H29F10N7O7RuS3",
  "method": "ωB97M-V with the def2-TZVPD basis set",
  "elements": ["Ru", "F", "C", "C", "C", "C", "O", "C", "C", "N", "C", "C", "C", "C", "C", "C", "N", "C", "C", "N", "C", "C", "C", "O", "O", "H", "H", "H", "H", "H", "H", "H", "H", "H", "H", "H", "H", "H", "H", "H", "H", "H", "H", "F", "C", "F", "F", "C", "C", "C", "C", "N", "C", "S", "H", "H", "H", "F", "C", "F", "F", "S", "O", "O", "N", "S", "O", "O", "C", "F", "F", "F", "C", "C", "C", "C", "N", "N", "C", "H", "H", "H", "H", "H", "H", "H", "H"],
  "coordinates": [[-0.274646, -0.244428, -0.131602], [-1.221066, 3.652963, 5.530736], [-0.046219, 3.048695, 5.237796], [-0.010916, 2.240188, 4.136952], [1.152026, 1.553629, 3.797003], [1.151133, 0.700044, 2.600254], [0.139751, 0.693701, 1.881640], [2.348771, -0.055809, 2.405411], [3.399506, 0.119495, 3.248834], [3.428164, 0.984932, 4.289153], [4.597347, 1.054244, 5.132896], [5.429998, 2.304725, 5.132699], [5.952730, 1.049993, 4.503373], [2.286251, 1.697056, 4.606457], [2.235839, 2.555808, 5.709133], [1.080533, 3.242730, 6.053276], [1.124443, 4.123619, 7.167134], [0.037606, 5.077969, 7.388141], [0.452169, 6.036792, 8.517266], [1.943490, 6.031387, 8.596805], [2.429018, 4.717054, 9.122494], [1.618876, 3.604362, 8.433912], [2.524351, -1.121562, 1.322751], [3.481621, -1.876007, 1.451957], [1.667302, -1.155473, 0.385333], [-0.891162, 2.122596, 3.519367], [4.283945, -0.480952, 3.083375], [4.472928, 0.521657, 6.069730], [5.859229, 2.637934, 6.068356], [5.122143, 3.102905, 4.469869], [6.734086, 0.499798, 5.006408], [6.013410, 1.022289, 3.424346], [3.129671, 2.705318, 6.297754], [-0.906421, 4.603773, 7.665936], [-0.122873, 5.633390, 6.466453], [0.069674, 5.719859, 9.485449], [0.096707, 7.045013, 8.320074], [2.296981, 6.802519, 9.160162], [2.295284, 6.132546, 7.641843], [2.289299, 4.697935, 10.201465], [3.491930, 4.639909, 8.902686], [0.787448, 3.283961, 9.075303], [2.254641, 2.740560, 8.271682], [-5.012795, -3.550605, 1.452275], [-4.004588, -4.074369, 0.725504], [-4.193453, -3.700129, -0.547541], [-4.140933, -5.415486, 0.774431], [-2.668259, -3.655441, 1.272589], [-2.122446, -4.380706, 2.320069], [-0.896530, -4.009553, 2.848898], [-0.245044, -2.923443, 2.289717], [-0.776093, -2.215182, 1.305652], [-1.969382, -2.536171, 0.805752], [-2.494561, -1.402530, -0.392626], [-2.652235, -5.238078, 2.713384], [-0.457752, -4.560071, 3.667851], [0.735204, -2.620707, 2.639584], [-4.664473, 2.548932, -0.013597], [-3.654953, 3.344821, -0.339283], [-4.027524, 4.159784, -1.314727], [-3.295119, 4.057736, 0.727592], [-2.214972, 2.313323, -0.883204], [-1.860334, 1.550645, 0.303769], [-2.675918, 1.552164, -2.009786], [-1.208404, 3.462021, -1.251087], [0.331460, 3.266641, -0.992481], [1.137111, 3.990719, -1.909811], [0.710841, 1.896530, -0.710213], [0.553689, 4.164279, 0.624160], [-0.302910, 3.708101, 1.543038], [1.796826, 4.002164, 1.094407], [0.331556, 5.465628, 0.449387], [-2.317761, -1.800896, -4.978941], [-1.178810, -1.537201, -4.059642], [0.078499, -2.108617, -3.970995], [0.708084, -1.504184, -2.877740], [-0.123006, -0.599291, -2.338266], [-1.261567, -0.653142, -3.059887], [2.087292, -1.714528, -2.361148], [-1.971739, -2.311038, -5.874046], [-2.817739, -0.876158, -5.266528], [-3.050684, -2.438392, -4.481453], [0.499846, -2.858365, -4.618476], [-1.998291, 0.009847, -2.862797], [2.720582, -2.141056, -3.135881], [2.083093, -2.384066, -1.502269], [2.504383, -0.765925, -2.028409]],
  "forces_ev_per_angstrom": [[-0.5, -0.2, 1.4], [0.1, 0.1, 0.1], [-0.1, -0.1, 0.0], [0.0, 0.1, 0.0], [-0.1, 0.0, -0.1], [0.6, -0.1, 0.2], [-0.8, -0.5, -0.8], [-0.3, -0.2, -0.4], [0.0, 0.1, 0.1], [0.1, -0.1, -0.2], [0.0, 0.0, 0.1], [0.0, 0.1, 0.0], [0.0, 0.0, -0.1], [-0.2, 0.0, 0.0], [0.1, 0.0, 0.1], [0.1, -0.1, -0.2], [-0.1, 0.1, 0.1], [0.1, -0.1, -0.1], [-0.3, -0.1, -0.1], [0.0, 0.1, 0.0], [0.1, -0.5, 0.0], [-0.1, 0.1, 0.0], [0.2, 0.3, 0.5], [-0.1, 0.0, -0.1], [-0.8, 0.2, -1.0], [0.0, 0.0, 0.0], [0.0, 0.0, 0.0], [0.1, 0.0, 0.0], [0.0, -0.1, 0.0], [0.0, -0.1, 0.0], [0.0, 0.0, 0.0], [0.0, 0.0, 0.0], [0.0, 0.0, 0.0], [0.0, 0.0, 0.0], [0.0, 0.0, 0.0], [0.1, 0.0, 0.0], [0.1, 0.0, 0.0], [0.0, 0.0, 0.0], [0.1, 0.0, 0.0], [0.0, 0.1, 0.0], [0.0, 0.1, 0.0], [0.0, 0.0, 0.0], [0.0, 0.0, 0.0], [0.0, 0.0, -0.1], [-0.1, -0.1, 0.1], [0.0, -0.1, 0.1], [0.0, 0.2, 0.0], [0.0, -0.1, 0.0], [0.0, 0.1, -0.1], [0.0, 0.0, 0.0], [0.1, -0.2, 0.2], [-0.1, 0.6, -0.4], [-0.2, -0.2, 0.2], [1.5, 0.7, -0.1], [0.0, 0.0, 0.0], [0.1, 0.0, 0.0], [0.0, 0.0, -0.1], [0.0, 0.0, 0.0], [0.2, -0.1, 0.0], [0.0, 0.0, 0.1], [-0.1, 0.0, -0.1], [-0.5, 0.6, -0.1], [0.4, -0.7, -0.2], [-0.1, 0.0, -0.1], [0.1, -0.4, -0.1], [0.4, 0.2, 0.3], [-0.1, 0.2, -0.1], [0.1, -0.1, 0.0], [0.0, 0.0, -0.2], [0.1, 0.1, 0.0], [-0.1, -0.1, -0.1], [0.0, -0.1, 0.0], [0.0, 0.0, 0.0], [0.0, 0.0, 0.2], [0.2, 0.0, 0.0], [0.0, 0.1, -0.2], [-0.1, -0.2, 1.6], [0.0, -0.1, -0.4], [0.0, -0.1, 0.0], [0.0, 0.0, 0.0], [0.0, 0.0, 0.0], [0.0, 0.0, 0.0], [0.0, 0.0, 0.0], [0.0, 0.1, 0.1], [0.0, 0.0, -0.1], [0.1, 0.0, -0.1], [0.1, -0.1, 0.0]],
  "e_homo_ev": [-10.01, -10.05],
  "orbital_gap_ev": [6.57, 6.69],
  "spin_multiplicity": 2,
  "total_charge": 1,
  "lumo_energy_ev": [-3.44, -3.36]
}

=====

{
  "formula": "C30H29F2FeN8S",
  "method": "ωB97M-V with the def2-TZVPD basis set",
  "elements": ["Fe", "N", "C", "N", "C", "N", "N", "C", "C", "C", "C", "C", "C", "N", "C", "C", "C", "C", "C", "C", "H", "H", "H", "H", "H", "H", "H", "H", "H", "H", "H", "F", "C", "C", "C", "C", "C", "F", "C", "C", "C", "C", "C", "C", "N", "H", "H", "H", "H", "H", "H", "C", "C", "N", "C", "S", "N", "C", "C", "H", "H", "H", "H", "H", "H", "H", "H", "H", "H", "H", "H"],
  "coordinates": [[0.655442, 0.163895, 0.108559], [1.047623, -4.599107, 1.012085], [1.289320, -3.364524, 0.567944], [0.447165, -2.378765, 0.624924], [-0.810795, -2.626386, 1.146600], [-1.611095, -1.648697, 1.428333], [-1.216667, -0.394899, 1.273194], [-1.858466, 0.519761, 1.920599], [-1.433362, 1.889537, 1.881370], [-2.140558, 2.869010, 2.589143], [-1.671313, 4.167326, 2.579449], [-0.507559, 4.450626, 1.876597], [0.136549, 3.417451, 1.210008], [-0.305955, 2.170200, 1.199730], [-1.209417, -3.974765, 1.479801], [-2.505619, -4.324023, 1.877693], [-2.769841, -5.610187, 2.294668], [-1.752895, -6.562944, 2.349738], [-0.473655, -6.244885, 1.942649], [-0.205165, -4.960521, 1.481265], [1.769069, -5.309966, 0.994576], [2.265912, -3.174144, 0.143604], [-2.695100, 0.248711, 2.560186], [-3.030701, 2.595239, 3.133797], [-2.194323, 4.943278, 3.116613], [-0.102281, 5.450648, 1.854235], [1.056558, 3.597069, 0.666760], [-3.278695, -3.573349, 1.850185], [-3.766786, -5.883394, 2.601027], [-1.969471, -7.555857, 2.713050], [0.313055, -6.981369, 1.984081], [3.467155, 1.156310, 4.663329], [3.533789, 0.667047, 3.426251], [2.402221, 0.729371, 2.619848], [2.451082, 0.237536, 1.328846], [3.639907, -0.332387, 0.826438], [4.751378, -0.377190, 1.678923], [5.905650, -0.920266, 1.263865], [4.715409, 0.113922, 2.970528], [3.623269, -0.852720, -0.546169], [4.714154, -1.393806, -1.235511], [4.539205, -1.869893, -2.524974], [3.284511, -1.801963, -3.116452], [2.256891, -1.231644, -2.384012], [2.426187, -0.774348, -1.151378], [1.504296, 1.177947, 3.023154], [5.592243, 0.067273, 3.597596], [5.688110, -1.450171, -0.785114], [5.375074, -2.287214, -3.064787], [3.108004, -2.172027, -4.111634], [1.254762, -1.133880, -2.787872], [1.658615, 5.996611, -3.708885], [2.035748, 5.284285, -2.416914], [1.265914, 4.063543, -2.217976], [1.566697, 2.790619, -2.424204], [0.381305, 1.643014, -1.884113], [2.654089, 2.307658, -3.008186], [3.686485, 2.941810, -3.817848], [4.997986, 3.097463, -3.052412], [2.240589, 6.908364, -3.797566], [0.604567, 6.260175, -3.706474], [1.854375, 5.380537, -4.583230], [1.816830, 5.937184, -1.567007], [3.097042, 5.047450, -2.387888], [0.307080, 4.216296, -1.926516], [2.737336, 1.301196, -2.955955], [3.331437, 3.902104, -4.186282], [3.853522, 2.294875, -4.684283], [4.850997, 3.640191, -2.120970], [5.705077, 3.654743, -3.660639], [5.430362, 2.126185, -2.822352]],
  "forces_ev_per_angstrom": [[0.9, 0.0, 0.6], [0.4, 0.0, -0.1], [0.3, -0.1, 0.0], [-0.2, 0.6, -0.3], [0.2, 1.0, 0.0], [-1.5, -1.4, 0.7], [1.6, 1.7, -0.8], [0.0, -1.3, -0.2], [0.3, 1.2, 0.1], [0.2, -0.5, -0.3], [0.2, 0.1, -0.1], [-0.2, -0.1, 0.1], [0.2, 0.2, -0.1], [-0.1, -0.8, 0.2], [0.2, -0.7, 0.0], [0.2, -0.1, 0.0], [-0.1, 0.1, 0.0], [0.1, 0.1, -0.1], [0.0, 0.0, -0.1], [-0.9, 0.2, 0.2], [0.0, 0.2, -0.1], [0.1, -0.1, 0.0], [0.0, -0.1, -0.1], [-0.1, 0.0, 0.0], [0.0, 0.1, 0.0], [0.1, 0.0, 0.0], [0.0, 0.0, 0.0], [0.0, 0.1, 0.0], [-0.1, 0.0, 0.0], [0.0, -0.1, 0.0], [0.1, -0.1, 0.0], [0.1, -0.1, -0.1], [0.0, -0.1, -0.3], [-0.3, 0.1, -0.1], [-0.1, 0.0, 0.1], [-0.1, 0.1, 0.1], [-0.5, 0.1, 0.0], [-0.1, 0.1, 0.0], [0.0, 0.1, 0.1], [0.2, -0.1, -0.3], [-0.1, 0.0, -0.1], [-0.2, 0.1, 0.1], [0.0, 0.1, 0.1], [-0.1, -0.3, -0.4], [-0.6, 0.3, 0.7], [0.0, 0.0, 0.1], [0.1, 0.0, 0.1], [0.0, 0.0, 0.1], [0.1, -0.1, 0.0], [-0.1, 0.0, -0.1], [0.1, 0.0, -0.1], [0.1, 0.0, 0.2], [0.2, 0.3, -0.4], [-0.2, 0.0, 0.0], [0.4, -0.4, 0.4], [-1.0, -0.6, 0.2], [-0.1, 0.0, 0.0], [0.5, 0.3, 0.0], [-0.2, 0.1, -0.1], [0.0, 0.1, 0.0], [-0.1, 0.0, 0.0], [0.0, -0.1, -0.1], [0.1, -0.1, 0.0], [0.0, 0.0, 0.1], [0.2, -0.2, 0.0], [-0.2, 0.1, 0.1], [0.0, -0.1, 0.0], [-0.2, 0.1, 0.1], [0.0, 0.0, 0.1], [0.1, 0.0, 0.0], [0.0, -0.1, 0.0]],
  "e_homo_ev": [-13.25, -13.24],
  "orbital_gap_ev": [7.23, 6.22],
  "spin_multiplicity": 6,
  "total_charge": 2,
  "lumo_energy_ev": [-6.02, -7.02]
}

=====

Table of energy relative to the best compared isomer or geometry (same formula, charge and spin) (eV), in record order: 0.0000; 2.4221; 0.5651